{"formula": "C26H31BrNNiO7PSSeTe", "method": "wB97M-V/def2-TZVPD", "total_charge": -2, "total_energy_ev": -247141.729, "multiplicity": 3, "homo_energy_ev": [-1.45, -1.67], "gap_ev": [5.582, 5.799], "s_squared": 2.009, "symbols": ["Ni", "C", "C", "O", "P", "O", "Te", "O", "C", "C", "H", "H", "H", "H", "H", "H", "H", "H", "H", "H", "Br", "C", "C", "C", "C", "C", "C", "H", "H", "H", "H", "C", "C", "C", "C", "C", "C", "C", "S", "O", "O", "N", "C", "C", "C", "O", "O", "H", "H", "H", "H", "H", "H", "H", "H", "H", "H", "H", "H", "Se", "C", "C", "C", "C", "C", "C", "H", "H", "H", "H", "H"], "positions_angstrom": [[0.20186, -0.03596, 0.20316], [-1.15188, 5.77271, 1.23427], [-1.00401, 4.43068, 0.54357], [-0.44040, 3.49348, 1.46599], [-0.97275, 1.97888, 1.41344], [-1.27792, 1.52497, 0.01862], [0.44135, 0.55598, 2.68994], [-2.40040, 2.26328, 2.17287], [-3.27636, 1.16940, 2.40040], [-4.19645, 1.52439, 3.55732], [-1.63573, 6.47887, 0.55546], [-0.16992, 6.15680, 1.50932], [-1.75944, 5.67113, 2.13538], [-0.33561, 4.51644, -0.31508], [-1.97528, 4.07506, 0.19120], [-2.69667, 0.26901, 2.63046], [-3.85742, 0.96750, 1.49495], [-3.66253, 1.45662, 4.50604], [-5.05735, 0.85400, 3.58335], [-4.54995, 2.54987, 3.43549], [-4.09778, -5.22161, -0.53138], [-2.89189, -3.74406, -0.24019], [-2.36241, -3.08366, -1.32971], [-1.51718, -2.00142, -1.09696], [-1.18357, -1.55685, 0.19036], [-1.74167, -2.27807, 1.24739], [-2.59454, -3.36097, 1.05221], [-2.59299, -3.40072, -2.34020], [-1.10149, -1.49554, -1.96538], [-1.49993, -2.00758, 2.27150], [-3.01217, -3.89880, 1.89543], [0.39951, 1.94867, -7.29673], [1.14211, 0.95092, -6.44876], [0.63669, -0.32714, -6.23545], [1.33789, -1.24808, -5.47290], [2.55701, -0.88819, -4.92686], [3.07441, 0.38588, -5.11302], [2.36597, 1.29573, -5.87311], [3.47569, -2.07186, -3.98302], [2.79125, -3.34163, -4.08783], [4.85175, -2.05394, -4.42414], [3.41297, -1.35238, -2.51920], [4.08364, -2.02154, -1.39194], [3.22148, -3.09112, -0.72255], [2.04248, -2.46735, 0.05196], [1.63789, -3.03203, 1.06616], [1.60158, -1.39136, -0.48994], [-0.51862, 1.51676, -7.69363], [1.02205, 2.26790, -8.13507], [0.13943, 2.83767, -6.71952], [-0.32064, -0.60054, -6.66374], [0.96447, -2.24774, -5.29202], [4.01961, 0.64210, -4.65266], [2.75458, 2.29703, -6.02031], [2.46779, -1.07516, -2.23086], [4.29968, -1.22725, -0.67652], [5.02678, -2.43494, -1.75689], [3.81050, -3.69470, -0.03130], [2.80074, -3.75248, -1.48194], [2.18776, 1.39504, -0.87071], [2.36024, 3.26203, -0.52617], [2.69942, 3.73128, 0.74772], [2.91607, 5.07970, 0.97966], [2.80622, 6.00450, -0.05337], [2.46858, 5.55513, -1.32341], [2.25033, 4.20408, -1.55611], [2.78065, 3.01990, 1.55966], [3.16830, 5.41754, 1.97974], [2.97576, 7.06020, 0.12963], [2.37279, 6.26496, -2.13958], [1.99468, 3.85750, -2.55029]], "mulliken_charge": [-0.16, -1.34, 0.04, -0.24, 1.21, -0.66, -0.57, -0.34, 0.21, -1.40, 0.39, 0.23, 0.33, 0.12, 0.42, -0.01, 0.28, 0.31, 0.38, 0.31, -0.31, 0.16, -0.52, -0.24, -0.37, 0.70, -0.56, 0.38, 0.27, 0.24, 0.37, -1.40, 1.10, -0.71, -0.29, -0.30, -0.47, -0.65, 1.56, -0.74, -0.78, 0.23, -1.08, -0.44, 0.25, -0.75, -0.12, 0.34, 0.32, 0.31, 0.26, 0.47, 0.39, 0.36, 0.07, 0.35, 0.45, 0.28, 0.23, -0.60, 0.03, -0.05, -0.57, -0.49, -0.42, -0.57, 0.35, 0.33, 0.34, 0.33, 0.43]}